The following is a DFT calculation (ωB97M-V with the def2-TZVPD basis set) of a structure of composition C44H47ClGe2N6OOsTe.

```
! wB97M-V def2-TZVPD RIJCOSX def2/J DEFGRID3
* xyz 2 1
Os 1.50906 -1.63684 0.22597
N 3.05364 -0.06843 3.72842
C 1.95383 -0.32122 3.02096
N 2.34034 -0.94933 1.92229
C 3.69288 -1.04656 2.02046
N 4.16935 -0.51535 3.11254
C 4.36490 -1.68691 0.92570
C 5.73216 -1.86974 0.81914
N 6.26588 -2.48184 -0.22985
C 5.43146 -2.94339 -1.15071
C 4.05581 -2.77739 -1.05497
N 3.52378 -2.11280 -0.03366
H 3.12370 0.37567 4.63147
H 0.94032 -0.06594 3.30566
H 6.39680 -1.51279 1.59684
H 5.85925 -3.46652 -1.99660
H 3.37802 -3.18297 -1.78370
Cl 1.43781 -3.92072 0.58963
C -7.75329 2.88421 2.80609
C -6.50075 2.22848 2.29446
C -6.26366 0.87400 2.50199
C -5.10829 0.26134 2.04547
C -4.90292 -1.21120 2.32288
C -4.16852 1.04485 1.35830
Te -2.43446 -0.04898 0.87941
N 0.37430 -0.10145 0.46468
C 0.07212 1.11199 0.55361
O -1.22797 1.47742 0.84196
C 0.97284 2.27519 0.37795
C 2.33539 2.07147 0.17149
C 3.18925 3.15327 0.02395
C 2.68757 4.44772 0.08364
C 1.33272 4.65312 0.30402
C 0.47731 3.57290 0.45953
C -1.85172 -0.45717 2.85537
C -1.77090 0.63837 3.70942
C -1.30496 0.45662 5.00118
C -0.93781 -0.81760 5.42119
C -1.03745 -1.90049 4.56104
C -1.50195 -1.74974 3.25478
C -1.65533 -2.95138 2.36537
C -4.40214 2.39481 1.06000
C -3.53819 3.27008 0.18177
C -5.56805 2.95614 1.56595
H -8.34122 2.19952 3.41391
H -8.37396 3.22150 1.97422
H -7.51242 3.76073 3.40868
H -6.99898 0.27822 3.03205
H -5.86321 -1.71745 2.39745
H -4.36206 -1.37362 3.25762
H -4.35927 -1.72591 1.51918
H 2.71758 1.06034 0.12449
H 4.24824 2.98746 -0.13575
H 3.35282 5.29383 -0.03198
H 0.94081 5.66059 0.35847
H -0.57841 3.73797 0.62834
H -2.06634 1.62342 3.36785
H -1.24300 1.29815 5.67884
H -0.58724 -0.97084 6.43428
H -0.76256 -2.89031 4.90736
H -0.92245 -3.71695 2.61144
H -1.50971 -2.69751 1.31616
H -2.64918 -3.39203 2.48169
H -2.76201 2.72402 -0.34015
H -3.07257 4.06705 0.76517
H -4.16925 3.74873 -0.56757
H -5.76422 4.00278 1.35516
C 1.48671 -4.41624 -2.97345
Ge 0.27603 -2.90687 -2.78939
C -1.26286 -3.38465 -1.70359
C -0.26110 -2.20195 -4.53622
Ge 1.45885 -0.75933 -2.15378
C 3.17538 -0.55183 -3.03688
C 3.56149 -1.43061 -4.05049
C 4.80670 -1.31452 -4.65534
C 5.68567 -0.31941 -4.24890
C 5.30931 0.56891 -3.25052
C 4.06053 0.45704 -2.65120
C 0.28676 0.74009 -2.52328
C 0.77999 1.99109 -2.89218
C -0.09252 3.03932 -3.16108
C -1.46460 2.84760 -3.07356
C -1.97017 1.60257 -2.71766
C -1.09677 0.55804 -2.44479
H 0.93705 -5.20888 -3.48615
H 1.78601 -4.78939 -1.99823
H 2.36747 -4.18493 -3.57137
H -1.59254 -4.37103 -2.03776
H -2.09184 -2.68679 -1.82521
H -0.98495 -3.46868 -0.65808
H -0.88171 -2.96606 -5.01074
H 0.59690 -2.00517 -5.17838
H -0.84571 -1.28961 -4.43760
H 2.88852 -2.21040 -4.38918
H 5.08709 -1.99761 -5.44738
H 6.65595 -0.22869 -4.72002
H 5.98573 1.35689 -2.94249
H 3.78368 1.16084 -1.87783
H 1.84634 2.15248 -2.99855
H 0.30413 4.00305 -3.45497
H -2.14044 3.66175 -3.30175
H -3.04103 1.43899 -2.68446
H -1.50357 -0.41656 -2.18952
*
```

For the orbital gap, the calculation gives 7.22 eV. The LUMO energy is -6.0116 eV. The value obtained for the energy above the lowest of the compared OMol25 structures with the same formula, charge and spin is 0.583 eV.